Entry i
# C4H6O2

The molecule C4H6O2 (the ωB97M-V functional and the def2-TZVPD basis, the OMol25 dataset).

Structure (XYZ):
```
12
Properties=species:S:1:pos:R:3
O 0.427 -1.476 1.539
C 1.084 -1.118 0.590
C 0.545 -0.304 -0.537
C -0.944 -0.064 -0.524
C 0.045 1.061 -0.217
O -0.113 1.506 1.089
H 2.159 -1.366 0.512
H 1.029 -0.398 -1.498
H -1.401 -0.639 0.302
H -1.540 -0.002 -1.423
H 0.164 1.841 -0.964
H -1.011 1.122 0.935
```

## Properties
- Structure (SMILES): O=C[C@H]1C[C@H]1O
- HOMO: -9.94 eV
- Orbital gap: 10.873 eV
- M: 86.09 u



Entry ii
# C4H6O2

A structure of composition C4H6O2 (the ωB97M-V functional and the def2-TZVPD basis, the OMol25 dataset).

Structure (XYZ):
```
12
Properties=species:S:1:pos:R:3
C -0.726 -0.004 0.408
C 0.077 -1.259 0.084
C 1.454 0.541 -0.205
C 0.253 1.082 0.133
H -1.580 0.975 -1.199
H -1.073 0.125 1.491
H -0.454 -1.903 -0.656
H 0.199 -1.817 0.992
H 2.330 0.971 -0.563
H -0.023 2.113 0.311
O -1.856 -0.084 -0.484
O 1.398 -0.740 -0.312
```

## Properties
- HOMO: -8.70 eV
- Orbital gap: 9.325 eV
- M: 86.09 u



Entry iii
# C4H6O2

The molecule C4H6O2 (the ωB97M-V functional and the def2-TZVPD basis, the OMol25 dataset).

Structure (XYZ):
```
12
Properties=species:S:1:pos:R:3
C -1.656 0.217 -0.586
C -0.627 -0.134 0.406
O -0.834 -0.924 1.305
C 0.717 0.435 0.081
C 1.819 -0.523 0.416
O 2.920 -0.462 -0.069
H -1.345 -0.795 -1.002
H -1.412 0.949 -1.359
H -2.633 0.435 -0.126
H 0.815 0.816 -0.945
H 0.722 1.301 0.751
H 1.513 -1.314 1.127
```

## Properties
- Structure (SMILES): CC(=O)CC=O
- HOMO: -9.66 eV
- Orbital gap: 10.339 eV
- M: 86.09 u



Entry iv
# C4H6O2

The molecule C4H6O2 (the ωB97M-V functional and the def2-TZVPD basis, the OMol25 dataset).

Structure (XYZ):
```
12
Properties=species:S:1:pos:R:3
C -0.171 0.562 -1.532
C -0.197 -0.600 -0.547
O 0.046 -1.732 -0.877
C -0.483 -0.169 0.981
C 0.963 -0.151 1.382
O 1.788 0.049 0.516
H 0.840 0.761 -1.908
H -0.543 1.479 -1.072
H -0.800 0.294 -2.385
H -0.914 0.836 0.941
H -1.105 -0.736 1.701
H 1.297 -0.420 2.397
```

## Properties
- Structure (SMILES): CC(=O)CC=O
- HOMO: -9.67 eV
- Orbital gap: 10.509 eV
- M: 86.09 u



Relative energies, unit eV: entry i 1.335; entry ii 2.100; entry iii 0.161; entry iv 0.000